Entry 1:
{
  "formula": "C2H7N3O",
  "method": "ωB97M-V/def2-TZVPD",
  "e_homo_ev": [-7.078, -8.586],
  "gap_ev": [7.28, 9.73],
  "e_tot_ev": -8700.0614,
  "elements": ["C", "C", "N", "N", "N", "O", "H", "H", "H", "H", "H", "H", "H"],
  "positions_angstrom": [[2.404, 0.630, -0.107], [-1.839, 0.321, -0.356], [1.229, 0.579, 0.186], [-1.229, -0.848, 0.430], [-0.150, -1.257, -0.143], [-1.367, 1.490, 0.118], [2.933, 1.438, 0.445], [2.967, -0.125, -0.734], [-1.402, 0.102, -1.379], [-2.849, 0.352, -0.409], [-1.597, -1.199, 1.348], [0.577, -1.819, 0.477], [-0.435, 1.484, 0.197]],
  "mulliken_charge": [-0.36, -0.28, -0.41, 0.15, -0.65, -0.53, 0.25, 0.26, 0.27, 0.36, 0.21, 0.25, 0.49]
}

---

Entry 2:
{
  "formula": "C2H7N3O2",
  "method": "ωB97M-V/def2-TZVPD",
  "e_homo_ev": -9.460,
  "gap_ev": 10.29,
  "e_tot_ev": -10748.4200,
  "smiles": "[H]/N=C(\\NO)NOC",
  "elements": ["C", "C", "H", "H", "H", "H", "H", "H", "H", "N", "N", "N", "O", "O"],
  "positions_angstrom": [[-1.769, -0.143, -0.409], [0.936, 0.551, 0.384], [-2.363, 0.860, -0.414], [-1.627, -0.387, 0.606], [-2.337, -0.899, -1.032], [-0.250, 1.725, -0.605], [1.727, 1.126, 2.022], [1.444, -0.973, 1.448], [0.877, -1.794, -1.150], [0.247, 0.878, -0.769], [1.237, 1.431, 1.212], [0.908, -0.837, 0.501], [-0.632, -0.077, -1.193], [1.602, -1.462, -0.601]],
  "mulliken_charge": [-0.57, 0.55, 0.25, 0.30, 0.22, 0.30, 0.22, 0.29, 0.35, -0.26, -0.72, -0.17, -0.32, -0.43]
}

---

Entry 3:
{
  "formula": "C2H7N3O2",
  "method": "ωB97M-V/def2-TZVPD",
  "e_homo_ev": -10.122,
  "gap_ev": 11.02,
  "e_tot_ev": -10748.4832,
  "smiles": "O/N=N\\O.C=NC",
  "elements": ["C", "C", "N", "N", "N", "O", "O", "H", "H", "H", "H", "H", "H", "H"],
  "positions_angstrom": [[2.087, -0.625, -0.207], [1.094, 1.453, 0.186], [-2.854, 0.598, -0.222], [0.967, 0.275, -0.214], [-1.760, 0.195, -0.492], [-1.365, -1.081, -0.073], [-3.749, -0.126, 0.483], [2.254, -0.962, -1.230], [3.009, -0.180, 0.186], [1.827, -1.500, 0.393], [2.033, 1.873, 0.561], [0.225, 2.091, 0.166], [-0.409, -1.022, -0.267], [-3.359, -0.989, 0.730]],
  "mulliken_charge": [-0.83, -0.32, -0.15, -0.31, 0.14, -0.45, -0.32, 0.28, 0.38, 0.24, 0.22, 0.28, 0.47, 0.35]
}

---

Entry 4:
{
  "formula": "C2H7N3O2",
  "method": "ωB97M-V/def2-TZVPD",
  "e_homo_ev": -9.371,
  "gap_ev": 10.10,
  "e_tot_ev": -10751.1728,
  "smiles": "[H]/N=N/NC.O=CO",
  "elements": ["C", "N", "N", "N", "H", "H", "H", "H", "H", "C", "O", "O", "H", "H"],
  "positions_angstrom": [[0.554, 2.013, -0.442], [-1.917, -0.162, 0.740], [-1.127, 0.824, 0.727], [-0.405, 0.952, -0.348], [-2.430, -0.150, 1.624], [-0.728, -2.106, 0.233], [1.577, 1.625, -0.424], [0.409, 2.579, -1.365], [0.408, 2.672, 0.413], [0.304, -2.199, -0.134], [1.158, -1.860, 0.820], [0.616, -2.527, -1.244], [2.076, -1.941, 0.508], [-0.496, 0.279, -1.110]],
  "mulliken_charge": [-0.76, -0.65, -0.11, 0.16, 0.24, 0.43, 0.26, 0.29, 0.30, 0.16, -0.40, -0.53, 0.33, 0.28]
}